Record 1
A structure of composition C16H58O21 at a distorted geometry. Source: the OMol25 dataset; level of theory: the ωB97M-V functional and the def2-TZVPD basis.

Energy relative to the best compared isomer or geometry (same formula, charge and spin), kcal per mole: 390.8
Net charge: 0
HOMO level, eV: -8.3

Each line ends with the Mulliken charge.
Element x y z (Å)
O1 -23.47 5.99 -0.02  -0.764
H1 -23.18 5.19 -0.45  0.320
H2 -23.08 6.70 -0.54  0.484
O2 -24.30 8.40 0.18  -0.986
H3 -24.18 8.69 -0.72  0.515
H4 -25.03 7.77 0.14  0.410
O3 -23.89 8.67 -2.20  -0.777
H5 -23.47 8.97 -3.01  0.315
H6 -24.83 8.75 -2.38  0.419
O4 -20.69 7.12 2.24  -0.892
H7 -19.76 6.91 2.16  -0.037
H8 -21.14 6.37 1.84  0.561
O5 -18.06 6.15 -3.25  -0.738
H9 -18.76 5.81 -2.70  0.239
H10 -18.28 7.07 -3.38  0.305
C1 -18.71 2.74 -0.69  -0.544
C2 -17.47 3.65 -0.73  -0.441
O6 -17.81 4.95 -0.25  -0.227
O7 -19.82 3.38 -1.37  -0.540
H11 -19.08 2.62 0.33  0.332
H12 -18.71 1.67 -0.88  0.473
H13 -17.11 3.64 -1.76  0.326
H14 -16.75 3.17 -0.07  0.437
H15 -17.02 5.49 -0.34  0.116
H16 -19.67 4.33 -1.43  0.077
C3 -25.70 6.73 -2.06  1.205
C4 -26.05 5.90 -0.83  -0.561
O8 -25.45 6.45 0.31  -0.890
O9 -26.31 8.01 -1.95  -0.762
H17 -26.21 6.24 -2.89  0.510
H18 -24.66 7.01 -2.16  -0.657
H19 -25.51 4.97 -0.98  0.226
H20 -27.10 5.65 -0.70  0.415
H21 -24.56 6.11 0.46  0.651
H22 -26.51 8.19 -1.03  0.464
C5 -19.51 11.68 -2.76  -1.000
C6 -20.38 10.42 -2.85  1.439
O10 -20.52 9.94 -4.20  -0.642
O11 -18.14 11.47 -3.11  -0.463
H23 -19.45 11.94 -1.70  0.452
H24 -19.95 12.57 -3.21  0.453
H25 -21.40 10.54 -2.47  0.312
H26 -19.94 9.59 -2.30  -0.724
H27 -21.11 10.50 -4.71  0.359
H28 -18.01 11.47 -4.07  0.315
C7 -20.01 4.20 1.78  -0.435
C8 -21.14 4.66 0.87  0.051
O12 -22.08 5.58 1.40  -0.809
O13 -20.34 3.00 2.40  -0.618
H29 -19.56 4.95 2.44  0.041
H30 -19.33 3.88 1.00  0.075
H31 -21.79 3.83 0.59  0.786
H32 -20.77 5.06 -0.08  -0.161
H33 -22.89 5.63 0.88  1.085
H34 -19.68 2.85 3.08  0.412
C9 -23.95 5.10 -4.35  -0.352
C10 -22.74 6.10 -4.01  0.299
O14 -21.76 5.51 -3.15  -0.127
O15 -23.48 4.13 -5.30  -0.594
H35 -24.88 5.57 -4.68  0.304
H36 -24.18 4.70 -3.37  0.272
H37 -22.99 7.03 -3.51  -0.272
H38 -22.29 6.43 -4.95  0.403
H39 -20.99 5.19 -3.63  0.226
H40 -22.58 3.84 -5.15  0.329
C11 -18.56 7.88 2.55  -0.801
C12 -17.92 7.23 3.70  -0.591
O16 -16.52 7.44 3.71  -0.547
O17 -18.70 6.98 1.38  -0.836
H41 -17.95 8.73 2.27  0.235
H42 -19.55 8.22 2.85  0.599
H43 -17.96 6.16 3.51  0.159
H44 -18.49 7.61 4.56  0.420
H45 -16.24 7.24 4.60  0.357
H46 -17.86 7.03 0.93  0.306
C13 -16.64 10.25 -0.54  -0.853
C14 -17.99 9.56 -0.76  0.105
O18 -18.42 9.06 0.51  -0.471
O19 -16.85 11.33 0.31  -0.555
H47 -16.14 10.63 -1.43  0.406
H48 -15.90 9.67 0.02  0.407
H49 -17.97 8.66 -1.39  0.679
H50 -18.74 10.21 -1.19  -0.230
H51 -18.15 9.56 1.28  0.430
H52 -16.12 11.94 0.18  0.348
C15 -21.35 7.84 -1.64  0.188
C16 -20.10 7.75 -0.75  0.559
O20 -19.56 6.47 -0.86  2.085
O21 -22.50 7.62 -0.89  -0.546
H53 -21.34 7.09 -2.43  -0.398
H54 -21.32 8.70 -2.32  -0.435
H55 -20.27 7.90 0.31  0.398
H56 -19.31 8.41 -1.11  -1.266
H57 -19.00 6.21 -0.13  -0.638
H58 -23.14 7.65 -1.60  -0.915

***

Record 2
A structure of composition C16H5AlCl56F at a distorted geometry. Source: the OMol25 dataset; level of theory: the ωB97M-V functional and the def2-TZVPD basis.

Net charge: -1
HOMO level, eV: -4.0

Each line ends with the Mulliken charge.
Element x y z (Å)
C1 0.04 0.35 -2.70  -0.648
C2 0.73 1.20 -3.52  -0.727
Al1 1.08 0.42 -5.40  -0.092
F1 2.70 0.80 -5.89  -0.431
H1 0.56 -0.15 -1.87  0.192
H2 -1.01 0.08 -2.87  0.508
H3 1.08 2.19 -3.24  0.812
H4 0.79 -1.13 -5.42  -0.094
H5 0.06 1.11 -6.46  -0.330
C3 -2.62 3.32 -1.40  0.118
Cl1 -1.24 2.73 -2.35  -0.033
Cl2 -2.18 4.79 -0.50  -0.125
Cl3 -3.99 3.68 -2.48  -0.058
Cl4 -3.10 2.06 -0.26  0.013
C4 -3.53 -1.01 2.57  0.189
Cl5 -4.04 -2.70 2.62  -0.004
Cl6 -2.00 -0.89 1.70  -0.040
Cl7 -4.76 -0.04 1.73  -0.120
Cl8 -3.34 -0.39 4.21  -0.021
C5 4.70 1.05 -1.39  0.129
Cl9 3.06 1.07 -2.09  0.047
Cl10 5.21 2.71 -1.02  -0.105
Cl11 4.72 0.08 0.10  -0.074
Cl12 5.83 0.35 -2.56  -0.090
C6 3.55 3.00 3.09  0.186
Cl13 4.93 1.90 3.26  -0.060
Cl14 4.11 4.67 3.27  -0.109
Cl15 2.85 2.78 1.49  -0.017
Cl16 2.35 2.64 4.33  0.000
C7 -5.04 8.06 -1.63  0.304
Cl17 -3.65 7.59 -2.61  -0.067
Cl18 -4.69 9.58 -0.79  -0.109
Cl19 -6.45 8.27 -2.67  -0.059
Cl20 -5.37 6.80 -0.44  -0.070
C8 0.99 -1.07 5.48  0.160
Cl21 2.58 -1.47 6.13  0.011
Cl22 1.12 -0.73 3.75  0.013
Cl23 -0.12 -2.43 5.72  -0.101
Cl24 0.36 0.35 6.33  -0.051
C9 -6.08 -6.31 3.24  0.366
Cl25 -6.72 -7.52 2.12  -0.095
Cl26 -7.07 -4.85 3.17  -0.093
Cl27 -6.10 -6.96 4.89  -0.099
Cl28 -4.41 -5.92 2.79  -0.092
C10 6.83 -1.75 5.84  0.210
Cl29 8.58 -1.49 5.87  -0.109
Cl30 6.24 -2.01 7.48  -0.088
Cl31 6.04 -0.33 5.16  0.068
Cl32 6.47 -3.16 4.84  -0.096
C11 -4.25 3.31 6.37  0.271
Cl33 -2.83 2.28 6.55  -0.013
Cl34 -3.76 5.01 6.50  -0.104
Cl35 -4.97 3.03 4.78  -0.063
Cl36 -5.42 2.93 7.63  -0.107
C12 -0.48 -4.42 -4.65  0.205
Cl37 0.91 -4.95 -5.62  -0.015
Cl38 -0.05 -2.97 -3.78  0.085
Cl39 -1.85 -4.09 -5.72  -0.123
Cl40 -0.93 -5.72 -3.52  -0.135
C13 4.51 1.85 8.50  0.229
Cl41 6.09 1.42 9.15  -0.091
Cl42 4.66 2.25 6.79  0.016
Cl43 3.41 0.48 8.69  -0.069
Cl44 3.87 3.25 9.37  -0.111
C14 4.79 -3.17 -5.54  0.245
Cl45 4.16 -4.42 -6.64  -0.085
Cl46 3.82 -1.72 -5.65  0.130
Cl47 4.76 -3.80 -3.89  -0.131
Cl48 6.47 -2.81 -6.00  -0.133
C15 3.34 -8.88 -7.71  0.316
Cl49 1.67 -8.93 -8.31  -0.103
Cl50 3.81 -7.21 -7.41  -0.010
Cl51 3.45 -9.80 -6.21  -0.105
Cl52 4.41 -9.60 -8.92  -0.111
C16 -7.97 5.08 -5.28  0.311
Cl53 -6.34 4.74 -4.70  -0.007
Cl54 -7.92 5.47 -7.00  -0.105
Cl55 -8.97 3.64 -5.03  -0.105
Cl56 -8.67 6.44 -4.39  -0.100

***

Record 3
A cluster of 15 separate species, C16H62N22O15 in total at a distorted geometry. Source: the OMol25 dataset; level of theory: the ωB97M-V functional and the def2-TZVPD basis.

Energy relative to the best compared isomer or geometry (same formula, charge and spin), kcal per mole: 49.3
Net charge: 0
HOMO level, eV: -8.6

Each line ends with the Mulliken charge.
Element x y z (Å)
C1 -3.53 -1.52 3.98  -1.218
C2 -3.93 -2.27 2.68  -0.350
O1 -2.76 -2.28 1.91  -0.445
H1 -4.40 -1.25 4.56  0.452
H2 -3.13 -0.59 3.90  0.150
H3 -3.03 -2.17 4.64  0.434
H4 -4.64 -1.70 2.11  0.247
H5 -4.25 -3.32 2.73  0.453
H6 -2.97 -2.87 1.19  0.185
C3 -0.74 -0.82 -5.35  0.247
O2 -1.80 -0.68 -6.20  -0.776
N1 -0.82 -0.16 -4.26  -0.044
N2 0.43 -1.32 -5.63  -0.134
H7 -1.81 0.16 -4.25  0.018
H8 -0.40 -0.23 -3.27  0.484
H9 0.37 -2.03 -6.42  0.283
H10 1.24 -1.48 -5.04  0.316
C4 -4.13 0.54 -0.48  0.150
O3 -5.34 0.88 -1.07  -0.779
N3 -3.87 0.42 0.78  0.285
N4 -3.02 0.41 -1.20  -0.036
H11 -4.69 0.39 1.45  0.292
H12 -3.03 -0.04 1.11  -0.235
H13 -2.06 0.08 -0.85  0.393
H14 -3.27 0.29 -2.21  0.198
C5 0.42 -4.07 1.58  0.109
O4 -0.37 -5.08 2.13  -0.845
N5 0.13 -3.65 0.40  0.063
N6 1.45 -3.67 2.18  -0.206
H15 -0.78 -3.94 0.08  0.289
H16 0.50 -2.82 -0.02  -0.140
H17 1.85 -4.20 2.96  0.285
H18 2.03 -2.86 1.95  0.062
C6 0.32 -0.44 -0.67  1.164
O5 1.22 -1.29 -0.22  -0.063
N7 0.36 0.21 -1.78  1.566
N8 -0.68 -0.07 0.04  2.827
H19 1.22 0.09 -2.30  -0.333
H20 -0.27 1.07 -1.86  -1.215
H21 -0.80 -0.50 0.98  -1.872
H22 -0.83 0.94 -0.01  0.119
C7 -0.56 -0.07 3.42  -0.254
O6 -1.41 1.02 2.96  -0.725
N9 -0.59 -1.26 2.87  -0.136
N10 0.36 0.25 4.28  -0.287
H23 -1.47 -1.63 2.57  -0.026
H24 0.24 -1.89 2.79  0.053
H25 0.52 1.16 4.65  0.199
H26 0.94 -0.42 4.82  0.400
C8 0.97 3.97 2.37  0.773
O7 2.08 4.77 2.22  -0.809
N11 0.88 2.71 2.09  0.385
N12 -0.08 4.37 3.00  -0.262
H27 1.72 2.19 1.70  -0.172
H28 0.18 2.00 2.27  0.079
H29 -0.14 5.38 3.25  0.248
H30 -0.99 3.84 3.12  0.398
C9 3.45 -1.55 3.02  0.313
O8 3.68 -1.85 4.32  -0.795
N13 2.46 -0.75 2.58  0.426
N14 4.06 -2.20 2.09  -0.196
H31 1.92 -0.26 3.27  0.133
H32 2.21 -0.61 1.62  -0.643
H33 4.67 -3.05 2.34  0.312
H34 3.87 -1.94 1.09  0.359
C10 3.20 -0.61 -3.75  0.162
O9 3.51 0.24 -4.80  -0.767
N15 2.77 -1.84 -3.92  -0.431
N16 3.10 -0.22 -2.52  0.141
H35 3.23 -2.33 -4.75  0.332
H36 2.38 -2.50 -3.25  0.173
H37 3.27 0.74 -2.34  0.069
H38 3.03 -0.86 -1.72  -0.267
C11 0.71 2.83 -4.36  0.457
O10 -0.60 2.99 -4.16  -0.874
N17 1.15 1.66 -4.52  0.017
N18 1.57 3.85 -4.36  -0.409
H39 0.39 1.03 -4.59  0.466
H40 2.03 1.24 -4.32  -0.033
H41 1.14 4.74 -4.25  0.273
H42 2.44 3.88 -4.91  0.224
C12 -0.54 3.08 -0.85  0.396
O11 0.74 3.51 -1.13  -0.744
N19 -1.28 2.42 -1.69  -0.276
N20 -0.97 2.71 0.29  -0.109
H43 -1.09 2.62 -2.71  0.427
H44 -2.22 1.89 -1.49  0.122
H45 -0.12 2.92 1.00  -0.885
H46 -1.88 3.07 0.67  0.032
C13 -3.23 3.96 2.29  0.250
O12 -3.46 5.36 2.32  -0.744
N21 -3.30 3.24 1.27  -0.130
N22 -2.43 3.37 3.16  -0.147
H47 -3.83 3.56 0.38  0.314
H48 -3.27 2.18 1.21  0.020
H49 -2.66 3.65 4.10  0.325
H50 -2.30 2.40 3.02  0.232
C14 3.68 -3.19 -0.68  -0.741
O13 3.99 -1.83 -0.41  -0.781
H51 4.06 -3.90 0.08  0.304
H52 4.25 -3.37 -1.57  0.557
H53 2.63 -3.55 -0.85  0.029
H54 4.83 -1.67 -0.89  0.313
C15 -2.62 -3.07 -1.13  -0.762
O14 -2.47 -4.18 -0.23  -0.665
H55 -3.46 -2.49 -0.77  0.372
H56 -3.03 -3.42 -2.06  0.436
H57 -1.83 -2.25 -1.15  0.100
H58 -3.30 -4.66 -0.12  0.315
C16 4.09 1.66 0.42  -0.712
O15 2.72 1.72 0.20  -0.465
H59 4.37 0.65 0.84  0.066
H60 4.35 2.46 1.09  0.271
H61 4.60 1.82 -0.49  0.446
H62 2.52 2.19 -0.63  0.153

***

Record 4
A structure of composition C16H8B3Br4O26V at a distorted geometry. Source: the OMol25 dataset; level of theory: the ωB97M-V functional and the def2-TZVPD basis.

Energy relative to the best compared isomer or geometry (same formula, charge and spin), kcal per mole: 0.0
Net charge: -2
HOMO level, eV: -5.6

Each line ends with the Mulliken charge.
Element x y z (Å)
O1 0.05 -2.49 1.09  -0.587
V1 -0.12 -0.95 0.78  1.604
O2 -1.65 -0.62 0.79  -0.619
O3 3.79 5.75 2.94  -0.613
C1 3.65 4.91 2.12  0.706
O4 2.50 4.53 1.56  -0.575
B1 2.79 3.55 0.51  1.232
O5 4.26 3.44 0.43  -0.538
C2 4.80 4.15 1.41  0.619
O6 5.95 4.25 1.69  -0.620
O7 2.21 3.92 -0.79  -0.538
C3 1.30 3.04 -1.17  0.184
O8 0.67 3.04 -2.17  -0.576
C4 1.30 1.92 -0.11  0.548
O9 2.18 2.21 0.80  -0.526
O10 0.64 0.91 -0.12  0.157
O11 6.21 1.18 6.06  -0.595
C5 5.44 1.33 5.17  0.281
O12 4.59 0.44 4.70  -0.567
B2 3.88 1.00 3.53  1.088
O13 4.24 2.42 3.50  -0.197
C6 5.18 2.67 4.43  0.600
O14 5.70 3.71 4.63  -0.541
O15 2.41 0.82 3.69  -0.557
C7 1.96 0.14 2.71  0.972
O16 0.79 -0.16 2.52  -0.709
C8 3.11 -0.25 1.78  0.679
O17 4.20 0.29 2.29  -0.572
O18 3.01 -0.92 0.80  -0.605
O19 0.77 -2.36 -4.06  -0.617
C9 -0.09 -1.55 -3.88  0.384
O20 -0.78 -0.89 -4.78  -0.575
B3 -1.71 0.06 -4.09  1.229
O21 -1.59 -0.28 -2.68  -0.643
C10 -0.60 -1.09 -2.49  0.738
O22 -0.21 -1.50 -1.42  -0.639
O23 -1.29 1.43 -4.42  -0.405
C11 -2.30 2.10 -4.98  0.564
O24 -2.30 3.22 -5.39  -0.599
C12 -3.50 1.12 -5.07  0.593
O25 -3.07 -0.07 -4.62  -0.541
O26 -4.57 1.35 -5.53  -0.601
Br1 -1.82 -4.71 -1.20  -0.095
C13 -2.13 -5.91 0.30  -0.671
C14 -2.39 -5.21 1.59  -0.434
Br2 -4.16 -4.44 1.73  -0.128
H1 -1.17 -6.44 0.33  0.330
H2 -2.88 -6.66 0.07  0.386
H3 -1.61 -4.52 1.91  0.248
H4 -2.38 -5.96 2.39  0.348
Br3 -7.13 -3.02 -1.93  -0.178
C15 -5.46 -2.11 -1.53  -0.207
C16 -5.67 -0.77 -0.94  -0.368
Br4 -6.14 -0.90 0.93  -0.180
H5 -4.95 -1.99 -2.48  0.179
H6 -4.87 -2.73 -0.87  0.175
H7 -6.33 -0.14 -1.53  0.461
H8 -4.71 -0.25 -0.94  0.114

***

| no. | LUMO level (eV) | total energy (Ha) | gap between HOMO and LUMO (Eh) |
| --- | --- | --- | --- |
| 1 | -0.100 | -2223.66892 | 0.302 |
| 2 | 1.223 | -26725.54948 | 0.192 |
| 3 | -0.704 | -2979.87204 | 0.292 |
| 4 | 3.196 | -13886.34166 | 0.322 |